(1)
12
Properties=species:S:1:pos:R:3 method="wB97M-V/def2-TZVPD" smiles=C#C[C@@H]1O[C@@H]1C gap_ha=0.406 e_lumo_ev=0.935 e_tot_ev=-7325.415 homo_ev=-10.13
C 0.425 -0.857 0.305
H -2.053 1.316 0.704
O -0.487 -1.360 -0.648
C 2.352 0.414 -0.621
H 3.285 0.481 -1.105
C 1.271 0.240 -0.127
H -0.246 1.314 0.014
H 1.022 -1.599 0.833
C -1.328 0.836 0.030
H -1.557 -1.120 1.199
H -1.667 0.918 -1.006
C -1.017 -0.584 0.420

(2)
198
Properties=species:S:1:pos:R:3 method="wB97M-V/def2-TZVPD" total_charge=-1 s2=0.751 multiplicity=2 gap_ha="0.054 / 0.292" e_lumo_ev="2.018 / 1.954" e_tot_ev=-87033.972 homo_ev="0.56 / -6.00"
C -1.697 -3.958 -3.336
H -0.021 3.221 -0.559
N -3.301 -4.145 2.543
C 0.535 -5.274 1.917
H 4.540 -1.907 4.727
H 0.729 -1.728 -3.057
H 3.311 2.031 -4.098
H 0.397 5.307 2.548
C 0.446 1.481 -5.137
C 4.810 -0.985 5.241
H 3.066 -0.357 0.184
H 2.371 -1.432 4.454
H -4.378 0.970 1.705
H 3.302 3.430 -7.613
C -3.714 1.718 2.139
C -0.055 0.319 -0.643
H 1.380 1.435 4.049
C -2.715 1.820 5.998
H -1.302 5.599 2.217
C 5.501 -2.160 -1.958
C -5.154 -3.003 1.399
H -3.202 -1.809 -4.006
H 2.855 2.696 2.793
H 1.910 2.579 -9.318
C 0.951 1.835 -7.390
C 2.055 0.272 2.318
C -1.992 2.568 4.832
H 1.689 4.776 -0.875
C -4.654 0.398 6.635
C -3.279 -4.292 0.091
C 4.213 1.533 5.411
H -5.230 1.181 7.128
H -0.064 6.868 1.824
C 3.516 0.683 2.065
O 3.188 1.164 -4.492
H 5.979 1.329 3.152
H 4.372 0.848 0.213
O -2.206 5.570 -0.234
H -5.607 -4.885 3.337
H -0.789 0.626 0.102
H -0.917 9.185 -0.794
H -5.927 -3.711 1.101
H -3.403 -1.324 5.442
H -3.210 4.348 4.355
H 5.876 2.286 -6.885
C -4.174 2.479 3.406
H 3.035 -4.554 -2.050
H -5.442 -2.798 2.431
H -2.821 -1.539 0.290
O 1.912 -4.443 0.373
H 2.056 -0.772 2.006
C 0.260 -5.883 -0.457
H 5.495 1.339 -5.441
C -3.327 -6.349 1.411
H 1.321 0.767 1.681
H -3.298 -0.523 3.825
H -2.495 -4.268 -2.662
H -1.161 -4.900 -3.453
H -1.720 -5.940 3.702
C -1.198 8.233 -0.345
H -4.926 -5.615 0.068
O 5.242 -4.187 -0.769
H 5.910 -2.461 -2.922
H -5.780 -6.091 2.174
O -3.169 -4.213 -5.196
H -1.141 -3.160 -2.845
H -2.281 8.350 -0.309
H -3.127 -5.998 4.829
O -5.712 0.741 3.997
H 4.771 -1.011 6.330
H -6.438 1.196 4.430
C 1.722 6.833 -0.344
C -2.469 -2.002 -4.790
H -5.661 4.141 3.789
H -2.252 -6.496 1.300
H 2.105 5.089 0.773
C -0.110 3.610 0.455
C -3.842 -5.663 0.174
O 5.769 0.428 2.897
H -0.725 -6.221 -0.135
H -2.698 -7.233 3.637
C -3.655 -3.380 1.344
C -2.975 3.384 3.904
H 0.512 2.545 -4.911
H -0.877 -1.693 -0.920
H 4.652 -0.813 0.700
H -2.956 -1.673 -5.707
H 1.217 6.725 -2.409
H -3.523 -3.741 -5.953
H 2.791 6.883 -0.550
C 5.100 2.064 -6.153
C -2.807 -2.110 1.218
C -3.807 0.817 5.427
N 4.416 0.184 3.209
H 1.020 8.321 -1.575
O -3.263 -3.389 3.660
H -5.440 -0.239 6.230
H 0.525 -0.030 3.903
C -2.783 -6.160 3.807
C -0.063 5.154 0.498
H -1.115 7.881 -3.196
O 0.561 -1.763 0.244
H -2.025 -0.424 4.797
N 2.853 1.496 -5.771
H 5.055 -1.168 -1.893
H 2.121 0.951 -8.984
H 3.068 -3.265 -3.050
H -1.781 -2.413 1.425
H -3.719 -3.884 -0.819
H 5.246 1.750 5.684
C -0.688 7.072 -1.218
H -6.158 2.987 2.586
H -2.252 6.230 0.462
C 0.119 -1.252 -0.946
H 2.705 -4.607 -0.142
H 4.647 -0.544 -6.798
C 3.870 1.509 -6.759
H -0.523 1.401 -5.629
H 5.900 -0.978 5.282
H 3.820 -2.805 -0.571
H 3.103 2.611 1.035
C -2.032 -3.443 -4.782
C 3.773 -3.930 -2.552
C 3.421 2.211 1.998
C -3.648 -5.526 2.703
C 1.112 -1.719 -2.036
C 4.281 0.177 -7.529
H -2.392 3.542 2.997
H -0.305 0.774 -1.601
H -3.895 -7.279 1.431
H 5.637 -3.800 0.016
H -0.850 8.327 0.684
H 0.398 0.922 -4.203
H -3.092 2.492 6.769
H 3.830 2.431 4.926
H 0.095 -6.178 2.336
H 4.301 -4.409 -3.377
H -3.534 2.392 1.301
H -1.968 1.210 6.507
C 0.873 7.242 -1.513
C -5.156 -5.828 3.028
H 4.087 2.450 -8.734
H 0.946 0.713 -0.466
H -0.163 -5.054 -1.025
H -1.030 3.172 0.842
C 1.442 -0.591 -6.285
H -2.723 1.265 2.183
H -2.211 -4.351 -0.118
H -1.402 3.343 5.320
H 1.240 -4.881 2.649
C 4.029 0.173 4.627
H 1.473 -1.118 -7.238
H -5.260 -2.094 0.806
H 0.553 -1.080 -5.886
H -4.219 -0.258 7.390
C 1.410 5.382 -0.014
H 0.634 3.115 1.079
C -5.291 3.526 2.968
H 4.996 2.963 -5.546
C 4.448 -3.165 -1.386
H -3.062 -1.345 1.950
C 1.991 1.902 -8.467
H -4.933 4.219 2.207
H -2.347 -3.115 3.744
H 5.096 0.274 -8.245
H -1.071 6.110 -3.186
N -4.682 1.572 4.468
C 1.522 0.391 3.770
H 6.367 -2.069 -1.303
H 4.380 2.703 2.155
H 0.950 -2.617 0.042
H -1.178 -3.554 -5.450
H -1.420 1.991 4.104
N -0.873 5.773 -0.506
H 3.751 1.338 6.379
H 0.618 2.850 -7.175
C 2.518 -0.364 4.615
H 2.323 -0.945 -5.750
C 1.226 -5.614 0.647
C -0.291 5.803 1.863
H 3.478 -0.313 -8.080
H -1.632 -1.312 -4.678
C 1.463 1.009 -6.152
H 1.954 -1.032 -2.117
H -5.299 -6.596 3.788
C -1.314 6.993 -2.596
H -3.469 -6.195 -0.701
C 3.931 0.003 0.741
H 1.470 7.491 0.488
H 0.640 -6.549 -1.232
H 1.489 -2.720 -1.826
H -0.192 -4.473 1.783
H 1.927 -6.403 0.919
H -2.397 7.069 -2.507
H 0.113 1.310 -7.847
C -3.110 -0.428 4.894
H 2.173 -0.280 5.646
C 3.391 2.382 -7.898